Record 1
ORCA calculation (ωB97M-V/def2-TZVPD) on a molecular structure, C4H5NO2S in a non-equilibrium geometry.

As for the LUMO energy: -0.0235 Ha. The largest force on an atom is 4.86 eV Å⁻¹. For the frontier orbital gap, the calculation gives 8.423 eV. Its energy above the lowest of the compared OMol25 structures with the same formula, charge and spin is 3.747 eV.

Each line ends with the natural charge from an NBO analysis.
Cartesian coordinates (Å):
C1 -0.5469 -1.6880 0.5476  -0.73
C2 -0.7233 -0.6416 -0.4638  0.11
C3 1.3768 0.4914 0.3528  0.53
C4 -0.1647 1.8199 -0.8665  0.55
H1 -0.7897 -1.0323 1.5608  0.27
H2 -1.1261 -2.6029 0.2977  0.25
H3 0.8002 -1.8742 0.9300  0.32
H4 2.1002 1.4752 0.2796  0.22
H5 -1.0652 1.7127 -1.5476  0.18
N1 0.1090 0.4596 -0.2940  -0.56
O1 1.6475 -0.4190 1.1527  -0.57
O2 0.4277 2.8230 -0.4926  -0.52
S1 -2.0455 -0.5240 -1.4567  -0.07

---

Record 2
ORCA calculation (ωB97M-V/def2-TZVPD) on C4H5NO3 in the gas phase in a non-equilibrium geometry.

As for the LUMO energy: -0.0235 Ha. The largest force on an atom is 1.75 eV Å⁻¹. For the frontier orbital gap, the calculation gives 8.804 eV. Its energy above the lowest of the compared OMol25 structures with the same formula, charge and spin is 4.841 eV.

Each line ends with the natural charge from an NBO analysis.
Cartesian coordinates (Å):
C1 -1.6246 -0.0200 0.6499  -0.26
C2 0.7237 -0.9015 -1.9744  0.45
C3 0.8207 -0.2219 0.0731  0.66
C4 0.7486 0.9861 -0.8546  0.10
O1 1.3359 -1.1968 -0.7971  -0.52
O2 -0.5563 -0.8184 0.1641  -0.54
O3 1.4930 -0.0358 1.2228  -0.67
N1 0.6703 0.5711 -2.0410  -0.48
H1 1.5036 -0.8590 1.7320  0.50
H2 0.5813 2.0050 -0.5443  0.21
H3 -1.3718 0.3851 1.6371  0.17
H4 -1.8497 0.8049 -0.0337  0.17
H5 -2.4746 -0.6989 0.7661  0.21

---

- frontier orbital gap of number 1 (C4H5NO2S)?
  8.423 eV

---

- Which of these has the lowest frontier orbital gap?
  C4H5NO2S